No. 1
{
  "formula": "C7H10",
  "method": "the ωB97M-V functional and the def2-TZVPD basis",
  "gap_ha": 0.3069,
  "e_tot_ev": -7415.86221,
  "e_above_lowest_kcal_mol": 119.28,
  "lumo_ev": 0.42,
  "homo_ev": -7.930,
  "multiplicity": 1,
  "species": ["C", "C", "C", "C", "C", "C", "C", "H", "H", "H", "H", "H", "H", "H", "H", "H", "H"],
  "coordinates": [[1.46511, -0.43747, 1.36232], [1.48740, 0.81976, 0.47961], [1.56515, -0.63308, -0.09379], [0.35699, -1.11133, -0.80403], [-0.82467, -0.53812, -0.59015], [-0.94035, 0.76486, 0.16646], [0.28388, 1.59571, 0.37106], [2.33801, -0.57871, 1.99078], [0.51611, -0.68697, 1.82955], [2.43576, 1.35344, 0.50942], [2.53595, -0.91313, -0.49328], [0.46694, -1.95527, -1.48236], [-1.72541, -0.94158, -1.04872], [-3.62605, 0.30466, -1.49775], [-1.74475, 1.37422, -0.25964], [-1.26600, 0.61863, 1.21560], [-3.32407, 0.96438, -1.65508]]
}

No. 2
{
  "formula": "C4H8N2O",
  "method": "the ωB97M-V functional and the def2-TZVPD basis",
  "gap_ha": [0.2826, 0.2767],
  "e_tot_ev": -9301.95436,
  "e_above_lowest_kcal_mol": 102.36,
  "lumo_ev": [0.75, 0.82],
  "homo_ev": [-6.937, -6.714],
  "multiplicity": 1,
  "species": ["C", "C", "C", "C", "N", "N", "O", "H", "H", "H", "H", "H", "H", "H", "H"],
  "coordinates": [[0.06497, 0.23054, -0.20166], [-0.76511, 0.37932, 0.89018], [1.04590, -0.63184, -0.58226], [1.20001, -1.96001, 0.05073], [-1.62939, 1.42085, 0.73692], [-1.76581, 2.29094, -0.22327], [1.89205, -0.42918, -1.64238], [-0.13965, 1.00524, -0.84699], [-0.92279, -0.13684, 1.84631], [1.64480, -2.58416, -0.74923], [0.34480, -2.35925, 0.57311], [2.01317, -1.94020, 0.82391], [-2.08898, 1.62745, 1.59649], [-2.52341, 2.85492, -0.04196], [1.62944, 0.23222, -2.22992]]
}

No. 3
{
  "formula": "C11H16BrNO2",
  "method": "the ωB97M-V functional and the def2-TZVPD basis",
  "gap_ha": 0.3091,
  "e_tot_ev": -87284.51650,
  "e_above_lowest_kcal_mol": 208.83,
  "lumo_ev": -0.04,
  "smiles": "OCCN(CCO)Cc1ccc(Br)cc1",
  "homo_ev": -8.447,
  "multiplicity": 1,
  "species": ["O", "C", "C", "N", "C", "C", "O", "C", "C", "C", "C", "C", "Br", "C", "C", "H", "H", "H", "H", "H", "H", "H", "H", "H", "H", "H", "H", "H", "H", "H", "H"],
  "coordinates": [[-4.32623, -1.32303, 0.49099], [-3.07766, -0.40947, 0.30216], [-2.04405, -1.21092, -0.49028], [-0.78817, -0.70478, -0.61456], [-0.68429, 0.70289, -1.16949], [-0.79287, 2.13263, -0.44667], [-1.90402, 2.50201, 0.05367], [-0.15592, -0.62511, 0.84865], [1.29487, -0.53344, 0.74703], [1.98185, -1.12875, -0.54101], [3.31054, -1.02463, -0.73140], [4.15116, -0.24651, 0.15231], [5.98075, -0.07087, -0.25799], [3.46253, 0.74277, 1.18508], [2.05182, 0.53306, 1.26576], [-4.54669, -1.50213, -0.48893], [-2.89617, -0.38445, 1.43858], [-3.47978, 0.57921, -0.17257], [-1.92697, -2.02336, -0.08455], [-2.49522, -1.32426, -1.39551], [-1.48087, 0.63223, -2.14033], [0.32756, 0.40186, -1.79621], [0.14679, 2.27688, -0.12247], [-0.42268, 2.81221, -1.38696], [-2.08684, 1.91173, 0.96793], [-0.33267, -1.56070, 1.35125], [-0.33054, 0.34649, 1.44286], [1.43865, -1.96732, -0.97794], [3.77043, -1.65738, -1.28865], [4.13862, 1.28769, 1.81859], [1.71608, 0.83544, 2.04068]]
}

No. 4
{
  "formula": "C2H5BrClN",
  "method": "the ωB97M-V functional and the def2-TZVPD basis",
  "gap_ha": 0.3640,
  "e_tot_ev": -86209.03301,
  "e_above_lowest_kcal_mol": 32.67,
  "lumo_ev": 0.71,
  "smiles": "CN[C@H](Cl)Br",
  "homo_ev": -9.194,
  "multiplicity": 1,
  "species": ["C", "N", "C", "Cl", "Br", "H", "H", "H", "H", "H"],
  "coordinates": [[-0.82674, 0.01451, 1.11196], [0.02849, 0.65354, 0.16364], [1.00989, -0.21488, -0.89978], [1.95780, 0.84789, -1.85931], [-0.18692, -1.37887, -1.96796], [-1.76864, -0.36311, 0.69936], [-0.29886, -0.78281, 1.62855], [-1.04940, 0.80353, 1.83739], [-0.46909, 1.30536, -0.43325], [1.60346, -0.88517, -0.28060]]
}

No. 5
{
  "formula": "CHBr3",
  "method": "the ωB97M-V functional and the def2-TZVPD basis",
  "gap_ha": 0.3670,
  "e_tot_ev": -211180.06957,
  "e_above_lowest_kcal_mol": 4.07,
  "lumo_ev": -0.29,
  "homo_ev": -10.274,
  "multiplicity": 1,
  "species": ["C", "Br", "Br", "Br", "H"],
  "coordinates": [[1.93014, 0.38030, 4.28424], [2.96249, 1.94571, 3.85875], [0.02250, 1.08630, 4.49148], [2.57412, -0.45743, 5.90067], [1.97200, -0.28762, 3.42387]]
}

No. 6
{
  "formula": "C2H12N2O2",
  "method": "the ωB97M-V functional and the def2-TZVPD basis",
  "gap_ha": [0.1051, 0.3671],
  "e_tot_ev": -9342.29965,
  "e_above_lowest_kcal_mol": 13.27,
  "lumo_ev": [4.05, 3.89],
  "total_charge": -1,
  "s_squared": 0.75,
  "homo_ev": [1.194, -6.103],
  "multiplicity": 2,
  "species": ["N", "C", "C", "N", "H", "H", "H", "H", "H", "H", "H", "H", "H", "H", "O", "H", "H", "O"],
  "coordinates": [[0.64249, -0.55436, -1.51259], [0.98776, -1.12232, -0.18285], [-0.13622, -1.06256, 0.80160], [-0.30130, 0.23023, 1.45590], [0.23579, 0.36605, -1.37312], [1.42170, -0.27495, -2.10719], [1.22626, -2.18473, -0.38028], [1.95426, -0.72781, 0.12202], [0.17796, -1.82836, 1.53512], [-1.06824, -1.45725, 0.39641], [-0.72321, 0.13459, 2.37936], [-0.90711, 0.80679, 0.88357], [-1.51452, 0.05844, -1.59053], [-2.96877, -0.41689, -2.01291], [-2.41468, 0.33333, -1.80680], [1.89410, 2.68018, 1.11241], [0.51737, 2.09687, 1.26919], [0.97636, 2.92275, 1.01068]]
}

No. 7
{
  "formula": "C10H17OPtS5SbSeSi",
  "method": "the ωB97M-V functional and the def2-TZVPD basis",
  "gap_ha": [0.2757, 0.2034],
  "e_tot_ev": -149877.26782,
  "lumo_ev": [-0.28, -2.54],
  "s_squared": 6.02,
  "homo_ev": [-7.787, -8.080],
  "multiplicity": 5,
  "species": ["Pt", "S", "Sb", "S", "S", "S", "C", "S", "O", "C", "C", "C", "C", "C", "C", "H", "H", "H", "H", "H", "H", "H", "H", "C", "Si", "C", "C", "Se", "H", "H", "H", "H", "H", "H", "H", "H", "H"],
  "coordinates": [[-0.42239, -0.57461, -0.46718], [3.46002, -3.74711, -1.33023], [1.42315, -2.80521, -2.07312], [-0.40084, -3.04179, -0.56266], [1.48642, -0.42820, -1.68574], [1.32863, -3.59052, -4.22867], [-0.31643, -1.43765, 4.15224], [-0.31173, -1.93517, 2.46010], [-0.98841, -0.78356, 1.77446], [1.42359, -1.66932, 2.09913], [2.24803, -2.76540, 1.96831], [3.59056, -2.61192, 1.65269], [4.08650, -1.33863, 1.39666], [3.25324, -0.22463, 1.51229], [1.93270, -0.39122, 1.88695], [0.05102, -0.40757, 4.28383], [0.31542, -2.17515, 4.63915], [-1.36115, -1.53628, 4.50161], [1.86841, -3.75206, 2.13530], [4.22066, -3.47915, 1.54706], [5.11899, -1.19538, 1.08127], [3.66505, 0.77368, 1.31665], [1.28512, 0.46921, 1.99793], [-2.20882, 3.75854, -0.67873], [-2.59562, 2.44413, -1.96257], [-4.33287, 2.53158, -2.60136], [-1.37184, 2.43681, -3.34504], [-2.56569, 0.28941, -1.07682], [-2.27387, 4.74116, -1.18108], [-1.20002, 3.62538, -0.28780], [-2.90660, 3.74847, 0.15687], [-4.49838, 3.46102, -3.17888], [-5.06867, 2.56308, -1.79647], [-4.56705, 1.69013, -3.26350], [-1.47351, 3.39175, -3.90173], [-1.53273, 1.60397, -4.00008], [-0.36085, 2.36221, -2.94084]]
}

No. 8
{
  "formula": "C9H14OS",
  "method": "the ωB97M-V functional and the def2-TZVPD basis",
  "gap_ha": 0.3294,
  "e_tot_ev": -22440.95425,
  "e_above_lowest_kcal_mol": 39.03,
  "lumo_ev": 0.68,
  "smiles": "Cc1ccc(O)cc1.CSC",
  "homo_ev": -8.281,
  "multiplicity": 1,
  "species": ["C", "C", "C", "C", "C", "O", "C", "C", "H", "H", "H", "H", "H", "H", "H", "H", "C", "S", "C", "H", "H", "H", "H", "H", "H"],
  "coordinates": [[2.05384, -2.13441, 1.50333], [1.06589, -1.65033, 0.45504], [-0.19571, -2.28272, 0.46821], [-1.18256, -1.90849, -0.41867], [-0.86936, -1.16690, -1.57479], [-1.75308, -0.85343, -2.54726], [0.42366, -0.57330, -1.62725], [1.32000, -0.77470, -0.53754], [1.47798, -3.00146, 2.03941], [2.37116, -1.46194, 2.25921], [3.02934, -2.51644, 1.01627], [-0.32540, -3.05944, 1.21157], [-2.16239, -2.37719, -0.11321], [-2.75658, -1.21207, -2.46528], [0.58200, 0.21111, -2.28092], [2.29412, -0.26047, -0.41994], [-1.56007, 2.44213, 1.33843], [-1.47830, 3.03709, -0.31336], [0.34886, 3.03211, -0.68485], [-1.65629, 3.30719, 2.03885], [-2.47810, 1.95667, 1.56510], [-0.59932, 1.84165, 1.56793], [0.24611, 3.48258, -1.65064], [0.81758, 2.09828, -0.69341], [0.98664, 3.82447, -0.13624]]
}

No. 9
{
  "formula": "H9N3Si2",
  "method": "the ωB97M-V functional and the def2-TZVPD basis",
  "gap_ha": 0.3280,
  "e_tot_ev": -20371.60855,
  "e_above_lowest_kcal_mol": 51.77,
  "lumo_ev": -0.02,
  "homo_ev": -8.945,
  "multiplicity": 1,
  "species": ["N", "N", "N", "Si", "Si", "H", "H", "H", "H", "H", "H", "H", "H", "H"],
  "coordinates": [[-2.82308, 0.53080, 0.37930], [-0.63971, 0.76214, -1.05431], [2.28070, -0.35061, 0.38676], [-1.24846, -0.10881, 0.30584], [2.73383, -1.04297, -1.19085], [-3.56043, 0.21501, 1.07758], [-2.78824, 1.55212, 0.25072], [0.38853, 0.73039, -1.01042], [-0.84112, 0.55068, -1.99341], [3.02380, -0.25257, 1.01334], [1.31525, -0.32087, 0.69689], [-0.46835, 0.25681, 1.42433], [-1.56683, -1.51411, 0.39124], [4.19411, -1.00801, -0.67701]]
}

No. 10
{
  "formula": "C5H12O2",
  "method": "the ωB97M-V functional and the def2-TZVPD basis",
  "gap_ha": 0.3385,
  "e_tot_ev": -9469.91805,
  "e_above_lowest_kcal_mol": 120.32,
  "lumo_ev": 0.74,
  "homo_ev": -8.476,
  "multiplicity": 1,
  "species": ["C", "C", "O", "H", "H", "H", "H", "H", "H", "C", "C", "C", "O", "H", "H", "H", "H", "H", "H"],
  "coordinates": [[2.15253, -0.74819, -0.63098], [1.02680, 0.67588, 0.64014], [2.21484, -1.82254, 0.00181], [0.42402, -2.02656, 0.42712], [2.99018, -0.03464, -0.61435], [1.56419, -0.70266, -1.56826], [0.94827, 1.62795, 0.11334], [1.97754, 0.60301, 1.16101], [0.37215, 0.69334, 1.50892], [-1.92447, 1.69782, -0.25110], [-0.71335, -0.34013, -0.13546], [-0.64981, -1.71463, 0.37396], [-1.71576, 0.40647, 0.33545], [-0.46399, -0.16497, -1.18139], [-2.97131, 1.94230, -0.08600], [-1.71470, 1.67414, -1.32403], [-1.28355, 2.43343, 0.23338], [-1.09772, -2.40356, -0.34763], [-1.13584, -1.79644, 1.34409]]
}

No. 11
{
  "formula": "C8H9N7O4",
  "method": "the ωB97M-V functional and the def2-TZVPD basis",
  "gap_ha": 0.2783,
  "e_tot_ev": -27052.78581,
  "lumo_ev": -1.11,
  "homo_ev": -8.681,
  "multiplicity": 1,
  "species": ["C", "C", "C", "N", "H", "H", "H", "H", "H", "H", "H", "O", "N", "O", "C", "C", "C", "N", "O", "O", "C", "N", "N", "N", "N", "C", "H", "H"],
  "coordinates": [[0.90025, -2.66310, -3.66331], [0.79497, -2.48749, -2.34146], [0.71929, -1.11565, -1.72422], [-0.37651, -1.21935, -0.68645], [1.12102, -3.62706, -4.10341], [0.78381, -1.81894, -4.33305], [0.73513, -3.34978, -1.66507], [1.63047, -0.72423, -1.27085], [0.40518, -0.35363, -2.44203], [-0.34400, -2.18231, -0.26844], [-1.27677, -1.19632, -1.22191], [0.45214, 4.69697, 1.50683], [0.64905, 3.65102, 2.15073], [1.42116, 3.61193, 3.14261], [0.00032, 2.38624, 1.74753], [0.31042, 1.17749, 2.41089], [-0.02849, -0.07670, 1.81945], [0.24617, -1.29341, 2.48902], [0.88828, -1.27364, 3.56676], [-0.16516, -2.38318, 1.98972], [-0.87842, -0.30676, 0.61487], [-1.29968, 1.03182, 0.18201], [-2.03546, 1.21618, -0.94657], [-1.85964, 2.47778, -1.30197], [-1.08807, 3.12466, -0.44040], [-0.78081, 2.24700, 0.54612], [0.93204, 1.25803, 3.30305], [-1.85666, -0.80756, 0.93955]]
}

No. 12
{
  "formula": "C9H17N",
  "method": "the ωB97M-V functional and the def2-TZVPD basis",
  "gap_ha": 0.3176,
  "e_tot_ev": -11095.51242,
  "e_above_lowest_kcal_mol": 63.28,
  "lumo_ev": 0.79,
  "smiles": "CC/C(C)=N/C(C)=C(C)C",
  "homo_ev": -7.851,
  "multiplicity": 1,
  "species": ["C", "C", "C", "C", "N", "C", "C", "C", "C", "C", "H", "H", "H", "H", "H", "H", "H", "H", "H", "H", "H", "H", "H", "H", "H", "H", "H"],
  "coordinates": [[3.06595, -0.00721, 0.74459], [2.21594, 1.23740, 0.24568], [0.88070, 0.67538, -0.16082], [0.85067, 0.07239, -1.46995], [0.00076, 1.40545, 0.36428], [-1.23932, 0.90270, 0.32564], [-2.28885, 1.96258, 0.49420], [-1.37378, -0.41232, 0.28812], [-0.32316, -1.50023, 0.59046], [-2.78561, -1.03790, 0.12873], [3.04839, -0.88866, 0.01203], [2.54445, -0.35485, 1.63285], [4.11124, 0.36981, 1.14516], [2.73289, 1.64695, -0.68187], [2.18172, 2.02358, 0.95276], [1.24830, -0.88931, -1.60502], [1.48739, 0.65479, -2.13455], [-0.09820, 0.08343, -1.84591], [-3.24788, 1.47993, 0.86856], [-2.53835, 2.46183, -0.36030], [-1.99880, 2.67670, 1.27194], [-0.83850, -2.12107, 1.29493], [0.47742, -0.88550, 1.06081], [-0.10074, -2.05279, -0.30566], [-2.59632, -1.85675, -0.61024], [-3.48685, -0.35099, -0.59801], [-3.06848, -1.35050, 1.09473]]
}